Entry 1:
{
  "formula": "C7H8O2S",
  "method": "ωB97M-V/def2-TZVPD",
  "total_energy_ev": -22312.858,
  "orbital_gap_ev": 7.6,
  "homo_energy_ev": -8.85,
  "elements": ["S", "O", "O", "C", "C", "C", "C", "C", "C", "C", "H", "H", "H", "H", "H", "H", "H", "H"],
  "coordinates": [[1.833599, -0.870724, -0.348755], [0.486062, 1.808619, -0.029627], [2.453044, -0.214163, -1.537327], [-1.769422, 0.940095, -0.232932], [-0.428407, 0.779412, -0.155194], [-2.080058, -1.376453, 0.019928], [2.687448, 0.151853, 0.950565], [-2.643220, -0.173349, -0.275242], [0.112879, -0.463343, -0.158122], [-0.639726, -1.508718, 0.021803], [-2.725610, -2.268586, -0.139464], [3.786826, -0.373880, 1.051176], [2.323297, -0.098539, 1.939393], [0.203987, 2.709492, -1.261173], [-2.241977, 2.015505, -0.502528], [-3.739181, 0.203885, -0.502557], [2.604887, 1.324250, 0.881152], [-0.224428, -2.585351, 0.278902]],
  "forces_ev_per_a": [[2.3711, 1.7742, 0.5730], [-1.8765, 2.9919, -4.7131], [-0.8325, -0.5648, -0.5169], [-2.6129, 2.6309, -1.4482], [1.0395, 2.8611, -0.1196], [-0.0757, -1.9737, -1.4543], [1.6517, -0.4372, 1.1799], [-1.0299, 3.1556, 0.0910], [3.1852, 0.6752, 0.2791], [-3.8912, -5.6200, 1.5449], [0.7464, 0.4613, 0.7803], [-2.4620, 1.8533, -0.8769], [-0.6159, -0.1224, 0.3120], [1.0895, -3.0418, 4.3510], [1.3769, -2.4981, 0.9814], [2.1255, -1.8915, 0.6249], [0.4794, -2.6415, -0.5849], [-0.6686, 2.3876, -1.0035]]
}


Entry 2:
{
  "formula": "C37H41As3F7HgN2O3STe",
  "method": "ωB97M-V/def2-TZVPD",
  "total_energy_ev": -271972.640,
  "orbital_gap_ev": [4.9, 6.6],
  "charge": -2,
  "spin_multiplicity": 2,
  "s2": 0.768,
  "homo_energy_ev": [-0.84, -2.60],
  "elements": ["Hg", "Te", "As", "As", "As", "S", "F", "F", "F", "F", "F", "F", "F", "O", "O", "O", "N", "N", "C", "C", "C", "C", "C", "C", "C", "C", "C", "C", "C", "C", "C", "C", "C", "C", "C", "C", "C", "C", "C", "C", "C", "C", "C", "C", "C", "C", "C", "C", "C", "C", "C", "C", "C", "C", "C", "H", "H", "H", "H", "H", "H", "H", "H", "H", "H", "H", "H", "H", "H", "H", "H", "H", "H", "H", "H", "H", "H", "H", "H", "H", "H", "H", "H", "H", "H", "H", "H", "H", "H", "H", "H", "H", "H", "H", "H", "H"],
  "coordinates": [[-4.676055, -0.810071, -3.043410], [-2.901979, -3.496706, -2.359210], [2.341101, -3.033196, 1.500506], [0.868967, 0.132238, -1.580304], [-1.010291, -3.393172, 2.838545], [-3.523264, -0.651710, 0.209621], [3.093826, -4.046447, -5.906792], [-3.009892, -3.670182, -4.310797], [-3.692864, -5.182964, -2.410914], [-2.351992, -1.597225, -3.070805], [-4.588989, 2.058567, -2.406372], [-0.773109, -4.230362, -2.709335], [-6.114238, 1.551197, -3.923030], [2.490607, -3.270105, -3.827642], [4.660338, -3.555590, -4.451792], [-4.677669, -2.683140, -2.306641], [-3.121282, 1.925890, 0.663017], [-2.759873, 0.552351, 2.395800], [0.251124, 1.176047, 1.239370], [-0.044784, -0.988508, 4.366768], [5.266250, 1.587932, -1.996044], [-2.750175, 3.056870, 1.376009], [2.692945, -0.901583, 3.803000], [4.671409, 0.871640, -2.983607], [2.165165, 2.072556, 0.075129], [2.210758, 0.005609, 4.892881], [1.690687, 2.857621, 2.361677], [4.419099, 2.158460, -1.091873], [-4.703328, 1.312581, -3.503408], [-0.614846, 2.747768, -2.256721], [2.207434, -1.727290, -0.061311], [3.089515, 1.772467, -1.065960], [3.495789, -3.641966, -4.600870], [-3.181216, 0.701908, 1.208419], [-0.565121, -4.554718, 4.541335], [1.144806, -3.214320, -4.029445], [-0.059614, 1.348534, -2.604211], [-1.336959, 3.472090, -3.206912], [-0.348308, 0.721993, -3.862519], [4.476016, -2.800882, 1.214780], [-2.630023, 1.608874, 3.305772], [-1.365330, 3.032126, -4.608232], [0.513196, 2.097437, 2.338117], [0.840206, 0.075226, 4.939364], [-2.844796, 4.285880, 0.314509], [3.258854, 0.462767, -3.127471], [1.835220, -1.893127, 3.073543], [0.549230, -1.942942, 3.388669], [1.094862, 1.335813, 0.171106], [2.654731, 0.904809, -2.066491], [-2.559214, 1.634650, 4.656081], [-2.510666, 2.960848, 2.675332], [-2.811825, -2.680924, 2.901652], [-1.005633, 1.646613, -5.006557], [2.484745, 2.789959, 1.254363], [-3.097326, -3.475168, 3.710968], [0.965125, -2.344450, -4.624836], [1.105091, -1.701402, -0.685363], [-1.004719, -0.726346, 4.708904], [5.220954, 0.035948, -3.478056], [-3.666303, 3.663258, -0.388545], [-0.730837, -5.286003, 3.547665], [-2.135722, 4.930456, -0.210394], [-1.881870, 3.902826, -5.111532], [-3.280403, 4.996919, 0.904877], [5.421632, -3.173380, 1.519493], [0.810455, -2.816233, -2.866680], [-3.524638, -1.586323, 3.692786], [-3.383866, -2.320448, 1.981819], [-4.204647, 1.885167, -4.299772], [0.718212, -4.156426, -4.538149], [2.874864, -1.394943, -0.892255], [4.547386, -1.703210, 0.789278], [4.497618, -3.092392, 0.288699], [4.761264, 2.967431, -0.428263], [0.527391, 0.834175, 5.773375], [6.329240, 1.604424, -1.998309], [0.158156, 1.757300, 3.316888], [1.840720, -0.836238, 0.569627], [2.736807, -0.473341, -3.340744], [-1.627663, 1.790801, 5.187932], [-1.081035, 4.476953, -3.276582], [1.884404, 3.497435, 3.285577], [-2.485924, 0.700937, 5.290598], [-1.153144, 1.337609, -6.253416], [-3.701073, 1.938568, -0.276269], [0.444078, -4.029239, 4.926745], [2.735409, 0.896795, 5.505480], [3.538891, -0.906355, 3.332770], [-3.463080, 1.613463, 5.510849], [-1.605676, -4.457656, 5.407650], [-1.051844, 3.239668, -1.373840], [-2.977282, 3.846609, 3.041685], [3.701967, 3.141158, 1.485567], [-0.763332, 0.690782, 1.472835], [0.067176, -0.221318, -4.535749]],
  "forces_ev_per_a": [[0.6367, 1.3643, 0.3593], [0.9184, 2.2449, -1.3739], [2.5538, 0.1209, -0.8311], [0.7195, 1.9414, 2.1449], [2.1809, 2.1656, -0.3331], [-0.4850, 0.1800, -0.5889], [-0.4639, 0.1853, 1.5717], [0.1160, -0.0857, 1.2792], [-0.7007, -1.6371, -0.0307], [0.3858, -0.4144, 0.1848], [0.3528, 0.5571, 1.2702], [-1.6569, -0.0117, 0.2277], [1.0519, -0.1890, 0.3118], [5.6581, -1.0236, 0.1186], [0.2958, -0.1356, 1.0859], [0.6219, -0.6755, -0.4392], [-1.8063, 0.4912, -3.8076], [0.1780, -0.8282, 4.6223], [-1.6052, 2.9270, 3.5296], [5.0229, 2.2907, -0.5370], [-0.5944, -0.2763, -1.5585], [0.5151, 0.4707, -4.8697], [-6.2340, -0.3098, 2.5302], [-0.6252, -5.2272, -2.9752], [4.0588, 2.0528, 1.0089], [1.7048, -0.0809, -2.9396], [-1.3225, 0.5621, 0.8985], [-0.8430, 2.0542, 1.5876], [-2.4488, -0.5459, -1.5843], [-1.7084, -2.4296, -1.5414], [-4.6835, 1.4570, 0.4799], [0.8706, 1.1419, 0.6729], [-1.7930, 0.7279, -2.0490], [0.8269, -1.3251, -0.7048], [-2.9316, 1.6437, -0.6480], [-3.2395, 0.5445, 2.0230], [-3.3896, 2.1064, -2.1030], [3.4161, -3.4372, -3.6410], [-0.5887, 3.3335, -5.0750], [-2.0618, 4.4774, 2.1509], [-0.2019, 2.7146, -6.3991], [-0.6244, -2.3093, 0.8647], [1.0574, -2.7405, -0.3264], [-1.8685, -1.9838, 2.0438], [-2.4155, -4.2736, -0.1665], [3.7682, 0.2781, 0.7916], [3.5504, 2.6909, 0.6622], [-6.9799, 0.9890, 2.9186], [-4.9672, -4.6959, -3.1571], [-5.0885, 1.0231, 4.0278], [-0.9051, -3.4980, 8.6026], [-1.4306, -1.2128, 0.7946], [-2.9308, 2.4064, 4.3758], [-0.1729, 1.7015, 0.6690], [5.2004, 1.3833, 0.0851], [-0.7454, 0.7082, -2.1734], [-0.4763, 0.4640, -0.8446], [2.9930, -1.8759, 2.0708], [-1.7071, -1.0573, -0.5329], [0.6533, 1.4176, -0.2444], [2.1418, 3.0931, 1.1540], [1.2853, 0.2575, 4.0401], [0.9546, -1.3689, -0.1164], [0.8219, -1.7219, -0.9113], [-2.1026, 2.1180, 1.3113], [0.4885, -0.2887, 1.7353], [0.1372, -2.0097, -3.6783], [2.9273, -2.5732, -1.8094], [0.9833, -1.4433, 0.7468], [0.4768, -0.8593, 0.1644], [0.4121, 1.5751, 1.5432], [0.3764, -0.8530, 1.2545], [0.2450, -1.2910, 1.9776], [-0.5356, -2.8146, -5.5837], [-0.0414, -0.7529, 0.0906], [-0.4363, -1.4683, -1.8737], [0.6456, 0.3796, 0.3151], [-0.8758, 0.9328, -0.4411], [1.4045, -0.8337, -0.9114], [1.2219, 0.0129, -2.0257], [0.4982, 2.1536, -0.1341], [-1.1840, 2.5516, 1.2057], [0.2225, -1.1194, -1.4269], [0.0783, -1.6334, -1.9422], [0.5711, 0.6047, 4.2016], [1.9775, 0.3095, 2.3731], [-2.3417, -2.0225, -0.9843], [-0.3831, -2.5834, -1.8496], [5.6718, 0.5511, -1.6680], [0.8148, 1.9670, -2.0739], [3.5307, -0.6161, -2.8205], [2.0876, -1.0521, 1.2719], [0.9994, 1.0783, 1.7470], [-3.6512, -0.5566, -1.1588], [1.8936, -0.2628, -1.3397], [-0.9275, 2.0025, 3.1283]]
}


Entry 3:
{
  "formula": "C3H9NS2",
  "method": "ωB97M-V/def2-TZVPD",
  "total_energy_ev": -26413.740,
  "orbital_gap_ev": 7.5,
  "homo_energy_ev": -8.21,
  "elements": ["S", "S", "N", "C", "C", "C", "H", "H", "H", "H", "H", "H", "H", "H", "H"],
  "coordinates": [[1.357751, 1.764380, -1.131723], [-0.052744, 1.078963, 0.488830], [-0.662645, -1.866999, -0.018940], [0.292091, -2.829811, 0.597501], [-0.080507, -0.770443, -0.476614], [-0.892242, 2.783909, 0.627499], [-0.379666, -0.419949, -1.453208], [0.203281, -2.926354, 1.701861], [0.916612, 1.112431, -2.207495], [1.319990, -2.476351, 0.348138], [-0.121990, 3.558411, 0.601404], [1.016375, -0.925709, -0.510030], [0.176860, -3.835929, 0.123042], [-1.512132, 2.890772, 1.509891], [-1.581032, 2.862682, -0.200156]],
  "forces_ev_per_a": [[-0.6677, -0.0216, 1.9498], [1.3830, 4.2448, -0.2372], [0.7762, 0.8155, -0.0510], [0.0567, 0.5949, -0.2103], [0.2441, -6.3568, -2.0163], [0.1348, -0.6001, -0.3064], [-1.0191, 0.6915, 0.1915], [-0.1584, 0.0123, -0.6547], [-0.5154, -0.3039, 0.0053], [-0.2761, -0.4540, 0.4271], [-0.1965, -0.2328, -0.0002], [0.0336, 1.0463, 0.4215], [-0.1674, 0.8069, 0.4411], [0.2718, -0.4051, 0.4740], [0.1006, 0.1621, -0.4340]]
}


Entry 4:
{
  "formula": "C4H15O4",
  "method": "ωB97M-V/def2-TZVPD",
  "total_energy_ev": -12581.605,
  "orbital_gap_ev": 8.5,
  "charge": -1,
  "homo_energy_ev": -4.73,
  "elements": ["O", "O", "O", "O", "C", "C", "C", "C", "H", "H", "H", "H", "H", "H", "H", "H", "H", "H", "H", "H", "H", "H", "H"],
  "coordinates": [[2.460273, -2.088338, -1.355768], [-0.289321, 1.950396, -1.408709], [1.936825, -1.906801, 1.191503], [1.545501, 0.437861, 0.001945], [-2.343446, 0.763156, 2.134401], [-0.918905, 0.690238, -1.534691], [-1.928100, 0.428484, -0.344859], [-1.392811, 0.178539, 1.123938], [-2.610615, -0.349971, -0.637189], [-1.454274, 0.735992, -2.487011], [-2.424333, 1.315888, -0.392826], [2.383971, -1.155886, -1.527442], [-0.141421, -0.083717, -1.574293], [-0.404928, 0.636636, 1.118245], [-1.346495, -0.938302, 1.186800], [-1.699387, 1.056705, 3.008563], [2.372311, 0.912101, 0.224017], [0.491709, 1.794516, -0.846739], [1.069918, -2.340073, 1.213161], [1.627502, -0.840687, 1.142093], [-2.709481, 1.653328, 1.672914], [2.250530, -1.999646, -0.320484], [-3.131664, 0.095662, 2.515688]],
  "forces_ev_per_a": [[-0.3052, -0.3813, 2.0653], [-0.3024, 0.3066, 0.0180], [-1.4693, 2.2693, 0.9709], [0.6753, 0.5276, 0.8363], [1.4579, -0.1302, 1.5274], [0.3405, -0.5518, 1.0440], [2.2452, -1.5452, -0.4830], [-0.4492, -1.1999, -2.7102], [-0.4354, -0.5133, -0.1728], [-0.2537, -0.2586, 0.1288], [-1.9071, 2.6078, 0.3652], [-0.1417, 0.8778, -0.4076], [-0.2198, 0.0138, -0.0840], [0.1440, -0.2617, 0.4620], [0.5008, 0.8496, 0.3580], [-0.9001, -0.1077, -0.4226], [-0.5868, -0.3672, -0.1896], [0.2953, -0.5533, 0.2194], [0.2789, -0.0090, 0.0422], [1.0686, -1.9768, -1.1233], [-0.7742, 0.7357, 0.1838], [0.6195, -0.6194, -2.2005], [0.1189, 0.2871, -0.4278]]
}


Entry 5:
{
  "formula": "C7H16N3",
  "method": "ωB97M-V/def2-TZVPD",
  "total_energy_ev": -11979.225,
  "orbital_gap_ev": 10.1,
  "charge": 1,
  "smiles": "CC(C)(C)[C@H]1CN1NC=[NH2+]",
  "homo_energy_ev": -13.68,
  "elements": ["N", "N", "N", "C", "C", "C", "C", "C", "C", "C", "H", "H", "H", "H", "H", "H", "H", "H", "H", "H", "H", "H", "H", "H", "H", "H"],
  "coordinates": [[-2.276764, -0.769456, -0.396263], [-3.055962, 1.269918, 0.239044], [-1.066599, -0.618272, 0.225215], [-0.316185, -1.812861, 0.433241], [0.875575, 0.813566, 1.246095], [2.645493, -0.610827, 0.057814], [-3.276627, 0.077502, -0.292675], [1.486558, 1.315218, -1.074711], [0.209587, -0.737599, -0.517362], [1.320788, 0.193959, -0.085563], [2.953089, -1.079202, 1.063043], [-3.686919, 2.076178, -0.009998], [-0.565297, -2.753145, 0.241303], [0.313084, -1.048365, -1.515051], [0.614693, 1.904542, -1.049088], [1.513533, 0.898878, -2.104999], [-2.120350, 1.307319, 0.506885], [-2.569952, -1.732490, -0.711926], [2.720299, -1.317145, -0.667327], [-0.101402, 1.235359, 1.004865], [-4.358129, -0.247800, -0.562260], [2.521345, 1.848998, -0.828309], [0.145129, -1.737875, 1.368660], [3.541885, -0.049724, -0.135049], [0.775271, 0.125257, 2.053294], [1.757860, 1.448059, 1.511115]],
  "forces_ev_per_a": [[-2.5461, -2.7413, -1.4020], [-2.8340, -0.1768, -1.6184], [-0.5179, 0.9131, -0.5862], [2.6388, 4.4335, 0.7892], [1.7735, 0.6103, -0.8341], [0.4115, 1.1150, 2.9024], [-1.3952, 0.1963, 0.1729], [2.9031, -0.5147, -0.6982], [0.1751, -1.3923, 1.5077], [0.3505, -0.9195, 1.6674], [-1.3334, 0.5001, -1.2339], [1.2644, -1.2462, 0.8707], [-1.6027, -3.6495, -1.7467], [-0.8665, -0.2536, -1.5010], [-0.7622, 1.4233, 0.1327], [0.4208, 0.3166, 0.4525], [1.8651, 1.3541, 0.8161], [0.6576, 1.2886, 0.3822], [-0.0863, -2.5609, -2.0847], [0.5847, 0.9277, 0.7893], [2.2769, 0.5691, 0.0427], [-2.5824, -0.6519, -0.7395], [0.6013, -0.2282, 1.4667], [0.1448, 1.0780, -0.1475], [-0.1863, -0.7022, 0.5198], [-1.3552, 0.3113, 0.0801]]
}


Entry 6:
{
  "formula": "C3InLiO6",
  "method": "ωB97M-V/def2-TZVPD",
  "total_energy_ev": -20767.867,
  "orbital_gap_ev": [9.4, 5.9],
  "charge": 1,
  "spin_multiplicity": 2,
  "s2": 0.755,
  "homo_energy_ev": [-14.35, -14.31],
  "elements": ["In", "O", "O", "O", "O", "O", "O", "C", "C", "C", "Li"],
  "coordinates": [[-1.449823, 0.283214, 1.487034], [2.910571, 1.241445, 1.076130], [1.829369, 1.212499, -0.830291], [-0.129528, -0.484385, 0.173771], [0.456098, 0.123915, 2.159600], [-2.917289, -2.415317, -0.530417], [-1.580135, -1.373076, -2.089522], [2.030865, 0.767505, 0.325729], [-2.105520, -1.943127, -1.219142], [0.786750, -0.086526, 0.962921], [3.603610, 2.102646, -0.583495]],
  "forces_ev_per_a": [[-3.5385, 0.4142, 0.9499], [-0.4761, -1.4955, 0.0361], [-0.2776, -1.3732, 0.4297], [1.2752, -0.7490, -1.4023], [1.8480, 0.1756, 1.2007], [1.0124, -0.2249, 1.0766], [0.6961, -0.6282, 1.0905], [0.5620, 2.1318, -0.0766], [-1.7313, 0.8123, -2.3755], [0.9687, 1.0926, -1.1446], [-0.3390, -0.1556, 0.2155]]
}